The following is a quantum chemistry calculation of a 2-piece molecular cluster, C11H13Cl2FN3O2 overall in a non-equilibrium geometry, from OMol25.

Structure (XYZ):
```
32
C11H13Cl2FN3O2 the ωB97M-V functional and the def2-TZVPD basis
N 2.140 1.948 0.335
C 1.747 2.035 -0.956
N 2.242 1.120 -1.901
C 1.952 -0.289 -1.578
C 0.474 -0.475 -1.406
O -0.190 0.155 -0.634
Cl -0.243 -1.716 -2.411
N 0.961 2.973 -1.373
C 0.514 3.172 -2.731
C -1.004 3.066 -2.728
O -1.623 2.945 -1.712
Cl -1.756 3.143 -4.283
H 1.715 2.643 0.933
H 1.954 1.023 0.709
H 3.252 1.223 -1.910
H 2.470 -0.649 -0.691
H 2.297 -0.897 -2.396
H 0.585 3.611 -0.689
H 0.797 4.155 -3.084
H 0.916 2.434 -3.406
F 1.045 -2.694 3.154
C -0.284 -2.669 2.910
C -0.758 -1.838 1.917
C -2.120 -1.807 1.657
C -2.985 -2.601 2.396
C -2.485 -3.427 3.394
C -1.124 -3.469 3.655
H -0.066 -1.224 1.360
H -2.504 -1.164 0.876
H -4.047 -2.575 2.195
H -3.159 -4.044 3.973
H -0.715 -4.111 4.424
```

The net charge is +1. As for the HOMO energy: -0.4176 Ha.

=====

The following is a quantum chemistry calculation of a 3-piece molecular cluster, C31H24BClO6P2 overall in a non-equilibrium geometry, from OMol25.

Structure (XYZ):
```
65
C31H24BClO6P2 the ωB97M-V functional and the def2-TZVPD basis
O -3.584 4.428 2.226
C -2.914 5.373 1.866
C -3.217 6.753 2.342
C -4.267 6.948 3.229
C -4.543 8.217 3.705
C -3.770 9.300 3.296
C -2.731 9.114 2.401
C -2.453 7.843 1.917
C -1.340 7.666 0.941
O -0.710 8.619 0.534
C -1.023 6.283 0.483
C 0.030 6.087 -0.400
C 0.352 4.807 -0.817
C -0.375 3.716 -0.350
C -1.430 3.908 0.524
C -1.762 5.189 0.939
H -4.859 6.101 3.546
H -5.359 8.367 4.398
H -3.982 10.290 3.676
H -2.131 9.951 2.075
H 0.592 6.938 -0.756
H 1.172 4.655 -1.505
H -0.119 2.715 -0.671
H -1.998 3.063 0.886
O 6.761 -6.770 -2.592
C 5.876 -6.219 -1.973
C 4.762 -5.525 -2.681
C 4.733 -5.537 -4.069
C 3.690 -4.926 -4.743
C 2.669 -4.303 -4.033
C 2.700 -4.277 -2.650
C 3.748 -4.883 -1.968
C 3.773 -4.831 -0.479
O 2.919 -4.229 0.138
C 4.872 -5.544 0.229
C 4.895 -5.540 1.618
C 5.895 -6.218 2.293
C 6.876 -6.903 1.584
C 6.864 -6.901 0.200
C 5.865 -6.220 -0.483
H 5.527 -6.027 -4.614
H 3.667 -4.939 -5.824
H 1.849 -3.836 -4.561
H 1.912 -3.791 -2.092
H 4.128 -5.009 2.162
H 5.910 -6.216 3.374
H 7.653 -7.438 2.114
H 7.625 -7.428 -0.357
C -0.480 -2.152 0.527
C -1.663 -2.165 0.332
P -3.498 -2.186 -0.157
B -3.494 -0.254 -0.586
C -4.648 0.688 -0.130
O -2.432 0.271 -1.249
P -5.667 -2.318 -0.910
O -6.543 -2.832 0.392
Cl -5.514 -4.029 -2.090
H 0.570 -2.249 0.448
H -3.177 -3.213 -1.081
H -3.860 -2.526 1.166
H -5.313 0.835 -0.972
H -5.236 0.284 0.686
H -4.207 1.634 0.161
H -2.240 -0.294 -2.005
H -7.350 -2.313 0.394
```

Its SMILES is O=C1c2ccccc2C(=O)c2ccccc21.O=C1c2ccccc2C(=O)c2ccccc21.C#C[PH2](B(C)O)P(O)Cl. As for the HOMO energy: -0.2866 Ha.

=====

The following is a quantum chemistry calculation of an isolated molecule of C8H9NO in a non-equilibrium geometry, from OMol25.

Structure (XYZ):
```
19
C8H9NO the ωB97M-V functional and the def2-TZVPD basis
C 2.873 -1.284 0.687
C 1.749 -1.177 0.222
C 0.541 -0.746 -0.433
N -0.418 -1.558 -0.418
C -1.714 -1.391 -0.739
C -2.387 -0.447 -0.094
C -1.767 0.615 0.630
C -0.717 0.596 1.412
O 0.383 0.427 -1.063
C 1.399 1.432 -1.035
H 3.684 -1.440 1.323
H -2.107 -1.985 -1.470
H -3.509 -0.318 -0.246
H -2.256 1.504 0.389
H -0.582 1.361 2.141
H -0.251 -0.364 1.732
H 2.498 0.983 -1.203
H 1.398 1.659 0.044
H 1.182 2.133 -1.879
```

Its SMILES is C#C/C(=N/C=C\C=C)OC. The energy relative to the best compared isomer or geometry (same formula, charge and spin) comes out at 587.7 kJ/mol. As for the HOMO energy: -0.2923 Ha.

=====

The following is a quantum chemistry calculation of an isolated molecule of C22H19N3O4 in a non-equilibrium geometry, from OMol25.

Structure (XYZ):
```
48
C22H19N3O4 the ωB97M-V functional and the def2-TZVPD basis
N 2.384 1.164 1.979
C 1.607 0.265 1.344
C 2.009 -1.185 1.404
C 1.340 -1.843 2.580
C -0.050 -1.943 2.602
C -0.694 -2.527 3.672
C 0.061 -3.016 4.733
N -0.603 -3.632 5.854
O -1.811 -3.722 5.812
O 0.088 -4.023 6.771
C 1.447 -2.922 4.729
C 2.079 -2.333 3.651
N 0.542 0.525 0.691
O 0.179 1.898 0.683
C -0.647 2.270 -0.314
O -1.009 3.412 -0.352
C -1.023 1.176 -1.308
C -2.033 1.709 -2.299
C -1.732 1.907 -3.638
C -2.689 2.410 -4.503
C -3.953 2.725 -4.039
C -4.260 2.532 -2.703
C -3.307 2.024 -1.840
C 0.234 0.625 -1.934
C 1.258 1.481 -2.325
C 2.417 0.977 -2.886
C 2.564 -0.388 -3.072
C 1.543 -1.245 -2.697
C 0.385 -0.741 -2.131
H 3.150 0.880 2.561
H 2.078 2.122 2.011
H 1.678 -1.662 0.480
H 3.093 -1.262 1.481
H -0.610 -1.545 1.771
H -1.769 -2.613 3.707
H 2.005 -3.310 5.566
H 3.157 -2.261 3.641
H -1.491 0.378 -0.718
H -0.749 1.666 -4.014
H -2.442 2.558 -5.544
H -4.697 3.121 -4.715
H -5.244 2.777 -2.332
H -3.550 1.877 -0.798
H 1.144 2.547 -2.186
H 3.208 1.651 -3.182
H 3.469 -0.781 -3.510
H 1.649 -2.309 -2.846
H -0.408 -1.413 -1.838
```

Its SMILES is N/C(Cc1ccc([N+](=O)[O-])cc1)=N\OC(=O)C(c1ccccc1)c1ccccc1. The energy relative to the best compared isomer or geometry (same formula, charge and spin) comes out at 464.0 kJ/mol. As for the HOMO energy: -0.3334 Ha.

=====

The following is a quantum chemistry calculation of C3H10N4O as an isolated structure in a non-equilibrium geometry, from OMol25.

Structure (XYZ):
```
18
C3H10N4O the ωB97M-V functional and the def2-TZVPD basis
C -0.750 -2.050 0.470
O 0.533 -1.660 0.152
N 1.112 -0.327 1.175
N 2.190 -0.544 1.636
H 2.915 -0.981 1.049
H -0.993 -3.010 -0.004
H -1.499 -1.301 0.142
H -0.898 -2.140 1.560
C -1.339 1.627 -0.197
N -0.822 0.715 -1.208
C 1.373 0.894 -0.626
N 0.431 0.399 -1.412
H -1.444 0.373 -1.925
H -0.998 1.316 0.790
H -2.425 1.583 -0.226
H -1.006 2.654 -0.378
H 1.244 1.812 -0.059
H 2.377 0.641 -0.938
```

The energy relative to the best compared isomer or geometry (same formula, charge and spin) comes out at 719.7 kJ/mol. As for the HOMO energy: -0.2937 Ha.

=====

The following is a quantum chemistry calculation of a 2-piece molecular cluster, C4H11NO overall in a non-equilibrium geometry, from OMol25.

Structure (XYZ):
```
17
C4H11NO the ωB97M-V functional and the def2-TZVPD basis
C -1.530 0.902 0.253
C -0.241 1.227 0.135
N 0.302 1.052 -1.161
C 1.560 0.163 -1.217
C 1.072 -1.285 -0.792
H -2.197 1.113 1.201
H -2.168 0.489 -0.506
H 0.508 1.593 0.804
H -0.233 1.004 -2.003
H 1.848 0.213 -2.281
H 2.282 0.600 -0.517
H 0.349 -1.190 0.013
H 0.827 -1.823 -1.718
H 1.915 -1.724 -0.229
O -1.435 -0.503 2.891
H -0.869 -1.262 3.024
H -1.989 -0.568 2.103
```

Its SMILES is C=CNCC.O. The energy relative to the best compared isomer or geometry (same formula, charge and spin) comes out at 244.2 kJ/mol. As for the HOMO energy: -0.2973 Ha.

=====

It is found that the frontier orbital gap values, taken in the order of the records, are 7.4; 6.8; 8.4; 8.5; 7.7; 9.1 eV.
It is found that the electronic energy values, taken in the order of the records, are -47939.0799; -76597.1804; -11973.7581; -35779.4806; -11274.7416; -7862.0221 eV.